{
  "formula": "C21H23N3O2",
  "method": "wB97M-V/def2-TZVPD",
  "e_above_lowest_kcal_mol": 31.5,
  "homo_energy_ev": -8.27,
  "lumo_ev": 0.07,
  "smiles": "CCCc1nc2ccc(OCC(N)=O)cc2c(-c2ccccc2)c1CN",
  "energy_ha": -1128.78672,
  "largest_force_ev_per_a": 3.38,
  "charge": 0,
  "elements": ["H", "H", "H", "C", "C", "H", "C", "C", "H", "H", "N", "O", "H", "H", "C", "H", "C", "C", "C", "C", "H", "H", "H", "C", "C", "C", "N", "C", "H", "C", "H", "C", "H", "H", "C", "C", "H", "C", "H", "C", "C", "H", "H", "H", "H", "H", "N", "C", "O"],
  "xyz": [[-2.72, 4.01, 0.03], [0.72, -4.29, -1.07], [0.05, -6.52, 1.28], [-0.86, -0.21, 1.67], [1.10, 0.55, -1.41], [0.84, -7.90, 0.54], [1.23, -4.57, -0.17], [-0.09, -0.44, 0.52], [-0.60, 4.03, -0.51], [-3.17, 4.89, 1.49], [0.82, -6.90, 0.73], [2.13, -6.64, -1.02], [-1.73, -0.99, 3.42], [-0.87, 4.21, 1.78], [2.80, 0.44, -3.59], [3.41, 0.40, -4.48], [1.43, 0.70, -3.78], [-0.31, 1.96, 0.07], [0.09, 3.23, -0.69], [-1.08, 2.07, 1.28], [-0.49, 0.82, -2.87], [2.22, -4.15, -0.10], [1.01, 0.82, -4.77], [-4.09, 2.96, 1.29], [-2.91, 3.89, 1.10], [3.33, 0.28, -2.30], [-1.33, 1.00, 2.01], [-1.15, -1.24, 2.51], [-5.02, 3.44, 0.99], [1.41, -6.11, -0.18], [1.44, 3.93, 0.74], [-1.62, 3.40, 1.83], [4.40, 0.12, -2.11], [-1.01, -3.35, 2.89], [0.05, -2.84, 1.11], [0.36, -1.75, 0.25], [-1.87, 3.31, 2.90], [0.56, 0.69, -2.71], [0.07, 3.03, -1.76], [2.44, 0.28, -1.24], [-0.72, -2.56, 2.22], [0.88, -1.92, -0.69], [-3.95, 2.07, 0.70], [2.09, 2.86, -0.42], [2.84, 0.14, -0.25], [-4.18, 2.65, 2.35], [1.42, 3.63, -0.23], [0.21, 0.69, -0.27], [0.41, -4.16, 0.90]]
}

=====

{
  "formula": "C21H23N3O2S",
  "method": "wB97M-V/def2-TZVPD",
  "e_above_lowest_kcal_mol": 14.7,
  "homo_energy_ev": -8.44,
  "lumo_ev": -0.38,
  "smiles": "CCCCNC(=O)CSc1nc(COc2ccccc2)nc2ccccc12",
  "energy_ha": -1527.00815,
  "largest_force_ev_per_a": 0.78,
  "charge": 0,
  "elements": ["C", "C", "C", "S", "C", "C", "C", "H", "N", "H", "O", "H", "H", "C", "C", "H", "H", "C", "H", "H", "H", "H", "H", "H", "H", "H", "N", "H", "O", "H", "C", "N", "H", "C", "C", "C", "C", "H", "H", "C", "C", "H", "H", "H", "H", "C", "C", "C", "C", "C"],
  "xyz": [[-2.04, 0.36, 4.26], [0.68, 0.36, 3.83], [2.68, -0.41, -0.24], [-0.84, -0.56, -3.71], [-1.20, 1.20, -4.00], [1.39, 2.89, -1.85], [-0.17, 0.74, 2.81], [-1.59, -0.31, 6.23], [0.18, 2.35, -2.42], [3.24, 0.72, -1.98], [-2.48, 1.12, 2.10], [-3.11, 0.37, 4.41], [0.34, -5.14, -1.87], [0.06, 2.02, -3.72], [2.37, 0.59, -1.34], [-1.45, 1.27, -5.06], [1.75, 0.35, 3.65], [-0.02, -4.26, -1.35], [1.56, 0.20, -1.96], [2.10, 3.01, -2.67], [1.18, 3.87, -1.41], [1.80, -0.58, 0.39], [0.25, 1.03, 1.86], [3.48, -0.04, 0.40], [2.81, 2.43, -0.30], [0.86, -0.33, 5.85], [-1.43, 0.31, -1.28], [1.19, 1.80, -0.01], [0.84, 2.33, -4.58], [-0.13, -3.06, -3.12], [-0.67, -3.22, 0.72], [-1.40, -0.95, 0.71], [2.99, -1.36, -0.66], [-1.03, -0.72, -1.98], [-0.95, -2.03, 0.03], [-0.75, -1.98, -1.37], [-0.28, -3.11, -2.05], [-2.04, 1.48, -3.37], [-3.00, 1.74, 0.28], [1.95, 1.95, -0.78], [-1.61, 0.14, 0.05], [-0.50, 1.94, -1.77], [-0.82, -3.23, 1.79], [0.00, -5.23, 0.57], [-1.33, 2.16, 0.72], [-1.54, 0.74, 3.02], [-1.19, -0.02, 5.27], [-2.10, 1.37, 0.78], [0.18, -0.03, 5.06], [-0.21, -4.31, 0.04]]
}

=====

{
  "formula": "C21H23N5O4S2",
  "method": "wB97M-V/def2-TZVPD",
  "e_above_lowest_kcal_mol": 5.4,
  "homo_energy_ev": -8.22,
  "lumo_ev": 0.34,
  "smiles": "COc1ccc(CCNC(=S)Nc2ccc(S(=O)(=O)Nc3ncccn3)cc2)cc1OC",
  "energy_ha": -2185.14934,
  "largest_force_ev_per_a": 1.24,
  "charge": 0,
  "elements": ["O", "H", "C", "H", "H", "C", "C", "C", "H", "N", "H", "O", "N", "H", "S", "C", "H", "C", "H", "H", "C", "H", "S", "C", "H", "H", "C", "C", "C", "H", "O", "H", "C", "H", "H", "C", "C", "C", "N", "H", "H", "H", "H", "C", "C", "N", "C", "C", "O", "H", "H", "C", "H", "C", "N"],
  "xyz": [[-1.14, 2.41, -2.00], [2.92, -4.71, -0.07], [1.10, 2.80, 1.46], [-2.04, 4.38, 3.83], [4.61, -5.08, -1.93], [-0.01, -1.01, 1.86], [-0.32, 2.46, -0.92], [3.76, -4.43, -2.05], [3.27, 0.99, -1.34], [2.50, -2.93, -3.38], [-2.71, 4.44, 2.18], [-1.91, -1.77, -2.70], [1.78, -3.44, -1.18], [1.65, 2.90, 2.39], [-0.93, 2.38, 5.18], [-1.04, -0.10, 2.13], [-1.69, 1.80, -3.81], [-2.06, 0.06, 1.19], [0.07, 1.71, -3.53], [2.37, 1.26, 0.75], [2.52, 0.22, -1.49], [-2.76, -0.48, -0.77], [-0.96, -2.37, -1.81], [3.55, -3.71, -3.22], [-1.96, 2.25, 1.81], [0.81, -2.41, 0.44], [1.64, -2.85, -2.36], [1.51, 1.86, 0.53], [-0.52, 4.54, 2.27], [-0.46, 0.12, 4.08], [-1.06, -3.77, -1.55], [-1.57, 4.00, -0.20], [-1.34, 1.85, 3.67], [4.23, -3.76, -4.06], [2.71, -0.29, -2.44], [-0.91, 1.54, -3.09], [2.83, -4.23, -1.04], [-0.95, -1.46, -0.28], [-1.97, 2.61, 2.76], [-0.64, 5.55, 1.86], [2.57, -0.51, -0.68], [-2.94, 0.65, 1.41], [0.19, 4.58, 3.09], [0.83, 1.68, -0.67], [-0.01, 3.60, 1.22], [0.54, -2.05, -2.54], [-0.70, 3.41, 0.03], [0.03, -1.69, 0.66], [1.23, 0.77, -1.62], [0.48, -1.61, -3.44], [-1.02, 0.49, -2.80], [-2.00, -0.60, -0.02], [0.76, -1.17, 2.60], [-1.89, 4.05, 2.80], [-1.03, 0.55, 3.35]]
}